1.
An isolated molecule of C4H7NO2, computed with wB97M-V/def2-TZVPD.

Cartesian coordinates (Å):
C (1.482, -0.408, 0.115)
C (0.118, -0.007, -0.327)
N (-0.552, -0.454, -1.306)
O (0.162, -1.369, -2.061)
C (-0.572, 1.262, 0.441)
C (-1.501, 0.400, 1.196)
O (0.251, 1.733, 1.328)
H (1.608, -1.488, 0.009)
H (2.235, 0.085, -0.511)
H (1.629, -0.076, 1.143)
H (-0.459, -1.595, -2.767)
H (-1.000, 1.897, -0.359)
H (-1.535, 0.577, 2.269)
H (-1.868, -0.556, 0.830)

The value obtained for the energy is -9840.6112 eV. The calculation puts the orbital gap (spin up / spin down) at 0.330 / 0.269 hartree. The multiplicity is 1. The LUMO energy (spin up / spin down) comes out at -0.831 / -1.634 eV. Its HOMO energy (spin up / spin down) is -9.80 / -8.95 eV. Its charge is 0. The energy above the lowest of the compared OMol25 structures with the same formula, charge and spin is 643.4 kJ/mol.



2.
A structure of composition C4H7NO2, computed with wB97M-V/def2-TZVPD.

Cartesian coordinates (Å):
C (-1.449, -1.217, -0.231)
C (-0.307, -0.283, -0.095)
N (-0.285, 0.854, 0.488)
O (-1.453, 1.397, 0.983)
C (1.140, -0.341, -0.656)
C (1.634, 0.852, 0.086)
O (2.050, -1.236, -0.333)
H (-1.897, -1.114, -1.226)
H (-1.089, -2.246, -0.132)
H (-2.216, -1.011, 0.519)
H (-1.128, 2.040, 1.628)
H (1.033, -0.106, -1.746)
H (2.013, 1.759, -0.387)
H (1.955, 0.652, 1.101)

The value obtained for the energy is -9840.9242 eV. The calculation puts the orbital gap (spin up / spin down) at 0.302 / 0.302 hartree. The multiplicity is 1. The LUMO energy (spin up / spin down) comes out at 0.103 / 0.103 eV. Its HOMO energy (spin up / spin down) is -8.11 / -8.12 eV. Its charge is 0. The energy above the lowest of the compared OMol25 structures with the same formula, charge and spin is 613.2 kJ/mol.



3.
An isolated molecule of C4H7NO2, computed with wB97M-V/def2-TZVPD.

Cartesian coordinates (Å):
O (-1.543, 0.755, 0.451)
C (-0.157, 0.912, 0.201)
C (0.256, 0.382, -1.169)
N (-0.199, -0.997, -1.307)
C (-0.117, -1.678, -0.242)
O (0.375, -1.321, 0.964)
C (0.592, 0.073, 1.215)
H (-2.014, 0.633, -0.384)
H (0.138, 1.962, 0.317)
H (1.351, 0.429, -1.250)
H (-0.142, 1.002, -1.982)
H (-0.463, -2.709, -0.207)
H (1.664, 0.294, 1.154)
H (0.258, 0.262, 2.239)

The value obtained for the energy is -9845.7646 eV. The calculation puts the orbital gap at 0.391 hartree. The SMILES is O[C@@H]1CN=COC1. The multiplicity is 1. The LUMO energy comes out at 0.825 eV. Its HOMO energy is -9.81 eV. Its charge is 0. The energy above the lowest of the compared OMol25 structures with the same formula, charge and spin is 146.2 kJ/mol.



4.
An isolated molecule of C4H7NO2, computed with wB97M-V/def2-TZVPD.

Cartesian coordinates (Å):
O (-1.089, -0.549, 1.430)
C (-0.987, -0.004, 0.130)
C (-0.279, -0.950, -0.838)
N (1.090, -1.192, -0.387)
C (1.692, -0.163, 0.043)
O (1.222, 1.095, 0.165)
C (-0.205, 1.304, 0.123)
H (-0.219, -0.895, 1.672)
H (-2.016, 0.185, -0.193)
H (-0.253, -0.492, -1.836)
H (-0.806, -1.904, -0.919)
H (2.726, -0.221, 0.381)
H (-0.433, 1.886, -0.777)
H (-0.444, 1.900, 1.006)

The value obtained for the energy is -9845.8163 eV. The calculation puts the orbital gap at 0.392 hartree. The SMILES is O[C@@H]1CN=COC1. The multiplicity is 1. The LUMO energy comes out at 0.820 eV. Its HOMO energy is -9.86 eV. Its charge is 0. The energy above the lowest of the compared OMol25 structures with the same formula, charge and spin is 141.2 kJ/mol.



5.
An isolated molecule of C4H7NO2, computed with wB97M-V/def2-TZVPD.

Cartesian coordinates (Å):
H (-1.515, -1.613, 0.198)
N (-2.111, -1.110, -0.504)
C (-1.499, -0.074, -0.157)
C (-1.066, 1.282, -0.598)
O (0.339, 1.066, -0.562)
C (0.645, 0.233, 0.558)
C (1.679, -0.795, 0.133)
O (-0.582, -0.329, 0.943)
H (-1.338, 1.593, -1.606)
H (-1.394, 2.031, 0.136)
H (1.008, 0.846, 1.391)
H (1.988, -1.422, 0.976)
H (2.561, -0.270, -0.249)
H (1.283, -1.437, -0.661)

The value obtained for the energy is -9844.8715 eV. The calculation puts the orbital gap at 0.406 hartree. The SMILES is [H]/N=C1/CO[C@H](C)O1. The multiplicity is 1. The LUMO energy comes out at 0.928 eV. Its HOMO energy is -10.11 eV. Its charge is 0. The energy above the lowest of the compared OMol25 structures with the same formula, charge and spin is 232.4 kJ/mol.



6.
A structure of composition C4H7NO2, computed with wB97M-V/def2-TZVPD.

Cartesian coordinates (Å):
C (0.761, 1.013, -1.847)
C (-0.285, 0.099, 0.128)
C (0.218, 0.036, 1.579)
C (-0.088, -0.651, 2.765)
H (-0.515, 1.201, -1.781)
H (1.456, 2.051, -1.849)
H (1.119, 0.407, -2.845)
H (1.103, 0.720, 1.674)
H (-1.047, -1.586, 3.226)
H (0.677, -0.427, 3.656)
H (-1.714, -1.739, -1.834)
N (-1.331, -0.547, -0.402)
O (0.826, 0.138, -0.773)
O (-1.180, -0.714, -1.697)

The value obtained for the energy is -9838.6811 eV. The calculation puts the orbital gap at 0.339 hartree. The multiplicity is 1. The LUMO energy comes out at 0.261 eV. Its HOMO energy is -8.95 eV. Its charge is 0. The energy above the lowest of the compared OMol25 structures with the same formula, charge and spin is 829.6 kJ/mol.



7.
A structure of composition C4H7NO2, computed with wB97M-V/def2-TZVPD.

Cartesian coordinates (Å):
C (1.449, 0.520, 1.575)
C (0.080, -0.013, 1.294)
O (-0.824, 0.732, 0.882)
C (-1.467, 0.141, -0.874)
C (-0.206, -0.461, -1.324)
N (-0.602, -0.363, -2.567)
O (0.665, -1.000, -0.629)
H (2.191, -0.279, 1.506)
H (1.482, 0.956, 2.580)
H (1.674, 1.302, 0.846)
H (-0.151, -1.034, 1.630)
H (-1.751, 1.134, -1.193)
H (-2.259, -0.526, -0.543)
H (-0.280, -1.110, -3.182)

The value obtained for the energy is -9843.3428 eV. The calculation puts the orbital gap at 0.362 hartree. The multiplicity is 1. The LUMO energy comes out at 0.212 eV. Its HOMO energy is -9.64 eV. Its charge is 0. The energy above the lowest of the compared OMol25 structures with the same formula, charge and spin is 379.9 kJ/mol.



8.
An isolated molecule of C4H7NO2, computed with wB97M-V/def2-TZVPD.

Cartesian coordinates (Å):
O (1.841, 1.770, -0.592)
N (1.760, 0.382, -0.632)
C (0.661, -0.023, -0.148)
C (0.024, -1.393, -0.173)
C (-1.331, -0.631, -0.246)
C (-0.631, 0.646, 0.292)
O (-0.761, 0.797, 1.695)
H (2.690, 1.948, -1.017)
H (0.133, -1.921, 0.781)
H (0.301, -2.065, -0.987)
H (-2.159, -0.995, 0.368)
H (-1.657, -0.502, -1.284)
H (-0.880, 1.601, -0.177)
H (0.008, 0.385, 2.119)

The value obtained for the energy is -9843.8162 eV. The calculation puts the orbital gap at 0.394 hartree. The SMILES is O/N=C1/CC[C@H]1O. The multiplicity is 1. The LUMO energy comes out at 0.876 eV. Its HOMO energy is -9.83 eV. Its charge is 0. The energy above the lowest of the compared OMol25 structures with the same formula, charge and spin is 334.2 kJ/mol.



9.
An isolated molecule of C4H7NO2, computed with wB97M-V/def2-TZVPD.

Cartesian coordinates (Å):
O (-0.649, -0.469, 1.499)
C (-0.917, 0.006, 0.150)
C (-0.292, -0.904, -0.922)
N (1.120, -1.048, -0.572)
C (1.604, -0.098, 0.126)
O (1.153, 1.155, 0.385)
C (-0.236, 1.370, 0.061)
H (-0.126, -1.272, 1.414)
H (-2.001, -0.020, 0.185)
H (-0.419, -0.546, -1.948)
H (-0.808, -1.874, -0.979)
H (2.445, -0.295, 0.771)
H (-0.203, 1.847, -0.912)
H (-0.767, 2.078, 0.710)

The value obtained for the energy is -9845.1333 eV. The calculation puts the orbital gap at 0.387 hartree. The SMILES is O[C@@H]1CN=COC1. The multiplicity is 1. The LUMO energy comes out at 0.860 eV. Its HOMO energy is -9.66 eV. Its charge is 0. The energy above the lowest of the compared OMol25 structures with the same formula, charge and spin is 207.1 kJ/mol.



10.
An isolated molecule of C4H7NO2, computed with wB97M-V/def2-TZVPD.

Cartesian coordinates (Å):
C (1.135, -0.261, -0.916)
N (-0.276, 0.001, -0.574)
C (-1.386, -0.748, -0.720)
O (-2.586, -0.509, -0.382)
C (-0.314, 0.888, 0.546)
C (0.362, 0.312, 1.733)
O (1.445, -0.262, 1.695)
H (1.412, 0.381, -1.838)
H (0.987, -1.277, -1.210)
H (2.014, -0.134, -0.248)
H (-1.297, -1.513, -1.625)
H (0.218, 1.837, 0.314)
H (-1.351, 1.122, 0.666)
H (-0.363, 0.164, 2.560)

The value obtained for the energy is -9844.3311 eV. The calculation puts the orbital gap at 0.361 hartree. The SMILES is CN(C=O)CC=O. The multiplicity is 1. The LUMO energy comes out at 0.344 eV. Its HOMO energy is -9.49 eV. Its charge is 0. The energy above the lowest of the compared OMol25 structures with the same formula, charge and spin is 284.5 kJ/mol.



11.
A structure of composition C4H7NO2, computed with wB97M-V/def2-TZVPD.

Cartesian coordinates (Å):
C (0.291, 2.392, 0.795)
C (-0.442, 0.595, 0.565)
N (0.581, 0.836, -0.207)
O (-0.885, -0.662, 0.825)
C (-0.250, -1.763, 0.168)
C (-0.441, -1.724, -1.341)
O (0.451, -1.937, -2.126)
H (0.040, 2.486, 1.853)
H (1.301, 2.766, 0.612)
H (-0.441, 2.896, 0.174)
H (1.218, 0.117, -0.594)
H (0.817, -1.837, 0.401)
H (-0.764, -2.651, 0.554)
H (-1.476, -1.513, -1.678)

The value obtained for the energy is -9840.9449 eV. The calculation puts the orbital gap at 0.325 hartree. The multiplicity is 1. The LUMO energy comes out at 0.688 eV. Its HOMO energy is -8.14 eV. Its charge is 0. The energy above the lowest of the compared OMol25 structures with the same formula, charge and spin is 611.2 kJ/mol.



12.
An isolated molecule of C4H7NO2, computed with wB97M-V/def2-TZVPD.

Cartesian coordinates (Å):
C (1.652, 0.663, 0.357)
C (1.258, -0.780, 0.514)
C (-0.138, -1.193, 0.491)
O (0.516, -1.104, 1.709)
C (-1.413, -0.120, -1.040)
O (-1.127, -0.217, 0.278)
N (-2.290, 0.868, -1.178)
H (0.872, 1.307, 0.769)
H (2.589, 0.862, 0.886)
H (1.790, 0.913, -0.701)
H (2.009, -1.524, 0.242)
H (-0.459, -2.184, 0.176)
H (-2.618, 1.089, -2.103)
H (-2.642, 1.421, -0.401)

The value obtained for the energy is -9844.0403 eV. The calculation puts the orbital gap at 0.372 hartree. The multiplicity is 1. The LUMO energy comes out at 1.072 eV. Its HOMO energy is -9.06 eV. Its charge is 0. The energy above the lowest of the compared OMol25 structures with the same formula, charge and spin is 312.5 kJ/mol.



Copy entry 12 word for word.
An isolated molecule of C4H7NO2, computed with wB97M-V/def2-TZVPD.

Cartesian coordinates (Å):
C (1.652, 0.663, 0.357)
C (1.258, -0.780, 0.514)
C (-0.138, -1.193, 0.491)
O (0.516, -1.104, 1.709)
C (-1.413, -0.120, -1.040)
O (-1.127, -0.217, 0.278)
N (-2.290, 0.868, -1.178)
H (0.872, 1.307, 0.769)
H (2.589, 0.862, 0.886)
H (1.790, 0.913, -0.701)
H (2.009, -1.524, 0.242)
H (-0.459, -2.184, 0.176)
H (-2.618, 1.089, -2.103)
H (-2.642, 1.421, -0.401)

The value obtained for the energy is -9844.0403 eV. The calculation puts the orbital gap at 0.372 hartree. The multiplicity is 1. The LUMO energy comes out at 1.072 eV. Its HOMO energy is -9.06 eV. Its charge is 0. The energy above the lowest of the compared OMol25 structures with the same formula, charge and spin is 312.5 kJ/mol.



Question: What is the multiplicity in the first record?
Answer: 1



Question: charge of number 9 (C4H7NO2)?
Answer: 0